{
  "formula": "C24H66BrN6O6",
  "method": "wB97M-V/def2-TZVPD",
  "symbols": ["Br", "C", "C", "C", "O", "C", "N", "H", "H", "H", "H", "H", "H", "H", "H", "H", "H", "H", "C", "C", "C", "O", "C", "N", "H", "H", "H", "H", "H", "H", "H", "H", "H", "H", "H", "C", "C", "C", "O", "C", "N", "H", "H", "H", "H", "H", "H", "H", "H", "H", "H", "H", "C", "C", "C", "O", "C", "N", "H", "H", "H", "H", "H", "H", "H", "H", "H", "H", "H", "C", "C", "C", "O", "C", "N", "H", "H", "H", "H", "H", "H", "H", "H", "H", "H", "H", "C", "C", "C", "O", "C", "N", "H", "H", "H", "H", "H", "H", "H", "H", "H", "H", "H"],
  "xyz": [[0.04198, 0.39308, 0.56943], [2.25999, -1.21217, 3.93029], [1.23009, -2.30685, 3.71013], [-0.04721, -2.02954, 4.41501], [-0.88572, -3.12045, 4.10708], [-1.87444, -3.25234, 4.98286], [0.94308, -2.47729, 2.32992], [3.23816, -1.64178, 3.71412], [2.21825, -0.88845, 4.97027], [2.19935, -0.31111, 3.31995], [1.38768, -3.25343, 4.22708], [-0.44373, -1.09383, 4.02091], [0.04130, -1.84635, 5.48586], [-1.52782, -3.88773, 5.79787], [-2.70574, -3.74322, 4.47685], [-2.18727, -2.27900, 5.36081], [0.69726, -1.56249, 1.97948], [0.05784, -2.95277, 2.43176], [-3.87262, 4.87982, 0.17444], [-2.80690, 3.87001, -0.34483], [-1.37521, 4.51672, -0.31073], [-1.29034, 5.60296, -1.11485], [-1.10018, 5.36156, -2.53770], [-2.72804, 2.69549, 0.49599], [-4.09399, 5.50820, -0.68823], [-3.47480, 5.55338, 0.93350], [-4.86570, 4.53975, 0.46814], [-3.03545, 3.61161, -1.37881], [-0.54453, 3.83027, -0.47454], [-1.19204, 4.77206, 0.73299], [-0.11151, 4.90369, -2.56949], [-1.07032, 6.16691, -3.27159], [-1.73195, 4.53768, -2.86968], [-2.65901, 2.82317, 1.49551], [-2.03252, 2.02499, 0.20141], [3.67624, -0.76426, -1.83571], [2.91532, -1.98903, -1.36665], [3.69375, -3.35578, -1.67057], [2.99370, -4.37211, -0.95919], [3.28490, -5.67131, -1.43758], [2.72640, -1.80790, 0.08056], [4.72570, -0.74180, -1.54205], [3.20450, 0.12632, -1.42046], [3.61610, -0.59278, -2.91046], [1.94209, -2.02549, -1.85614], [4.69203, -3.32193, -1.23422], [3.67865, -3.47621, -2.75380], [4.31285, -5.99452, -1.27333], [3.08858, -5.67867, -2.50972], [2.62309, -6.40958, -0.98475], [3.61257, -1.50991, 0.46266], [2.04907, -1.05877, 0.09228], [-3.28783, -2.16762, 1.76013], [-3.59404, -2.29677, 0.22984], [-5.14057, -2.40562, -0.07037], [-5.42282, -1.96624, -1.45073], [-6.86813, -2.09854, -1.57918], [-3.08708, -1.05660, -0.39166], [-2.30976, -2.58195, 2.00472], [-4.02807, -2.73451, 2.32475], [-3.04295, -1.18286, 2.15809], [-3.02588, -3.14359, -0.15514], [-5.59082, -1.61838, 0.53430], [-5.65909, -3.30075, 0.27310], [-7.24179, -3.11981, -1.50513], [-7.12017, -1.79026, -2.59384], [-7.51771, -1.44859, -0.99289], [-3.46142, -0.25631, 0.09774], [-2.12322, -1.07877, -0.09067], [1.34548, 3.60318, 2.99605], [2.77069, 2.83727, 3.10627], [3.28963, 2.34162, 1.75474], [3.88354, 3.44233, 1.01795], [4.67247, 3.05438, -0.03942], [3.68809, 3.78015, 3.75302], [0.56871, 2.85226, 3.14045], [1.04970, 3.94313, 2.00355], [1.42808, 4.37392, 3.76237], [2.67889, 1.94967, 3.73224], [2.43925, 1.96141, 1.18872], [4.02282, 1.54641, 1.88960], [4.29026, 2.21771, -0.62423], [5.57458, 2.66542, 0.43281], [4.89989, 3.93049, -0.64674], [4.55828, 3.36105, 4.04835], [4.00361, 4.29195, 2.94148], [-0.49659, 1.45689, -3.01884], [-0.76207, 0.11929, -3.67146], [0.31593, -0.38849, -4.57505], [-0.05461, -1.61315, -5.14938], [1.06544, -2.12039, -5.88138], [-1.29698, -0.84934, -2.75558], [0.55136, 1.43256, -2.71995], [-1.19269, 1.83562, -2.27044], [-0.72940, 2.15479, -3.82310], [-1.65132, 0.27401, -4.28252], [1.28987, -0.50055, -4.09862], [0.45238, 0.23916, -5.45569], [1.14462, -1.59868, -6.83514], [0.99512, -3.16153, -6.19630], [1.97258, -2.09647, -5.27755], [-0.63044, -1.60233, -2.84958], [-1.10927, -0.57537, -1.80174]],
  "forces_ev_per_a": [[-0.104, 0.291, 0.113], [0.714, -0.648, 0.601], [0.044, 0.945, 0.927], [-0.471, 1.565, -0.042], [1.956, 0.649, -1.569], [-2.044, -0.667, 1.369], [-0.286, -0.970, 0.059], [0.191, 0.117, 0.150], [0.282, 0.042, 0.200], [-0.666, -0.250, -0.315], [1.610, -0.477, -0.428], [-0.606, 0.220, -0.248], [0.187, -0.534, 0.434], [-0.315, -0.078, 0.646], [-0.282, -0.027, 0.190], [-0.414, 0.031, 0.252], [0.081, 0.325, -0.595], [-0.213, -0.490, -1.279], [0.497, 0.447, -1.248], [1.028, 0.176, 1.661], [-1.095, -1.405, 0.520], [-0.092, 3.592, -2.312], [1.192, -2.222, 1.466], [-1.107, -0.946, -0.326], [0.064, 0.415, -0.005], [0.082, -0.170, 0.203], [0.340, -0.779, 0.202], [-0.191, -0.366, 0.091], [-0.210, -0.779, -0.575], [-0.171, 0.707, 0.151], [0.381, -0.028, -0.411], [-0.588, 0.609, 0.932], [-0.500, 0.281, -0.193], [0.122, 0.434, -0.168], [0.288, -0.090, 0.059], [-0.149, 0.440, -1.204], [1.792, -0.855, 0.656], [-1.644, 1.544, 1.321], [-0.011, -0.587, -0.422], [-0.388, 0.529, -0.435], [-0.364, -1.011, -1.064], [0.061, -0.222, 0.084], [-0.107, 0.030, 0.223], [0.284, -0.211, -0.329], [-0.083, -0.160, 0.133], [0.413, 0.269, -0.402], [0.239, -0.430, -0.135], [0.335, 0.142, 0.123], [0.118, -0.297, -0.289], [-0.111, 0.224, 0.272], [0.004, 0.304, 0.220], [-0.069, 0.320, 0.889], [0.268, -1.317, -0.178], [-0.748, 1.478, 0.670], [1.459, 2.144, -0.284], [-2.193, -1.667, 1.881], [0.793, 0.375, -1.687], [-0.046, -1.167, -0.215], [0.051, -0.797, -0.335], [-0.066, 0.235, 0.530], [-1.178, 0.529, -0.370], [-0.193, 0.010, -0.264], [-0.082, 0.250, 0.411], [0.283, -0.603, -0.625], [0.292, -0.280, 0.364], [0.278, -0.027, -0.264], [0.539, 0.184, 0.849], [-0.306, 0.196, 0.147], [0.553, 0.517, -0.280], [1.333, -1.764, 0.015], [-1.069, 0.756, -0.422], [-0.215, 0.785, -0.526], [-1.847, 0.149, 1.398], [1.062, -0.669, 0.173], [0.221, 0.255, -0.351], [-0.131, 0.067, 0.697], [0.778, 0.527, -0.091], [-0.645, 0.018, -0.214], [-0.338, 0.067, 0.096], [0.029, -0.312, -0.163], [0.278, -0.100, -0.001], [-0.414, 0.182, -0.278], [0.778, -0.089, -0.466], [-0.050, -0.156, -0.100], [0.031, -0.652, 0.244], [0.162, 0.876, -0.069], [0.411, 0.376, -1.323], [-2.677, 0.770, -0.061], [0.297, 0.295, -0.749], [0.414, -1.687, -0.109], [-0.478, -0.227, -0.132], [1.463, -1.469, 0.729], [-0.097, 0.790, 0.423], [0.148, -0.954, 0.546], [0.947, 0.585, -0.244], [0.098, 0.348, -0.921], [0.161, 0.123, 0.457], [0.214, 0.995, 0.216], [0.478, 0.540, 0.039], [-0.806, -0.219, 0.441], [0.235, 0.418, -0.115], [-0.296, -1.092, 0.090], [-0.213, 0.455, 0.272]],
  "total_charge": -2,
  "multiplicity": 2,
  "homo_energy_ev": [2.90, -3.16],
  "mol_weight_g_mol": 614.73,
  "lumo_ev": [4.202, 4.136]
}